{"formula": "C51H128N18O21P6", "method": "the ωB97M-V functional and the def2-TZVPD basis", "lumo_ev": 0.07, "smiles": "CN(C)P(=O)(N(C)C)N(C)C.CN(C)P(=O)(N(C)C)N(C)C.CN(C)P(=O)(N(C)C)N(C)C.CN(C)P(=O)(N(C)C)N(C)C.CN(C)P(=O)(N(C)C)N(C)C.CN(C)P(=O)(N(C)C)N(C)C.O=C1OCCO1.O=C1OCCO1.O=C1OCCO1.O=C1OCCO1.O=C1OCCO1", "charge": 0, "de_lowest_ev": 3.507, "elements": ["C", "C", "O", "C", "O", "O", "H", "H", "H", "H", "C", "C", "O", "C", "O", "O", "H", "H", "H", "H", "C", "C", "O", "C", "O", "O", "H", "H", "H", "H", "C", "C", "O", "C", "O", "O", "H", "H", "H", "H", "C", "C", "O", "C", "O", "O", "H", "H", "H", "H", "O", "P", "N", "C", "C", "N", "C", "C", "N", "C", "C", "H", "H", "H", "H", "H", "H", "H", "H", "H", "H", "H", "H", "H", "H", "H", "H", "H", "H", "O", "P", "N", "C", "C", "N", "C", "C", "N", "C", "C", "H", "H", "H", "H", "H", "H", "H", "H", "H", "H", "H", "H", "H", "H", "H", "H", "H", "H", "O", "P", "N", "C", "C", "N", "C", "C", "N", "C", "C", "H", "H", "H", "H", "H", "H", "H", "H", "H", "H", "H", "H", "H", "H", "H", "H", "H", "H", "O", "P", "N", "C", "C", "N", "C", "C", "N", "C", "C", "H", "H", "H", "H", "H", "H", "H", "H", "H", "H", "H", "H", "H", "H", "H", "H", "H", "H", "O", "P", "N", "C", "C", "N", "C", "C", "N", "C", "C", "H", "H", "H", "H", "H", "H", "H", "H", "H", "H", "H", "H", "H", "H", "H", "H", "H", "H", "O", "P", "N", "C", "C", "N", "C", "C", "N", "C", "C", "H", "H", "H", "H", "H", "H", "H", "H", "H", "H", "H", "H", "H", "H", "H", "H", "H", "H"], "xyz": [[4.3106, 5.9234, 5.5942], [4.9276, 5.7490, 4.2356], [6.1186, 6.3112, 4.4422], [6.0742, 7.2601, 5.3461], [7.0151, 7.9960, 5.6221], [4.9625, 7.0714, 6.1136], [4.5931, 5.0313, 6.1531], [3.2211, 5.9583, 5.5978], [4.2660, 6.2654, 3.5401], [5.1933, 4.7420, 3.9140], [6.9080, 10.4746, 12.3350], [5.6404, 10.0769, 11.5915], [6.0311, 10.2942, 10.2729], [7.3247, 10.2865, 10.1615], [7.9944, 10.1372, 9.1259], [7.9333, 10.2610, 11.3351], [7.1156, 9.6974, 13.0705], [7.0248, 11.4517, 12.8037], [4.7382, 10.6183, 11.8761], [5.3826, 9.0211, 11.6743], [10.6987, 9.2232, 7.1936], [9.7824, 9.7720, 6.1033], [10.5288, 10.8591, 5.6793], [11.2864, 11.2845, 6.6416], [11.8343, 12.3675, 6.6642], [11.4104, 10.3339, 7.6042], [11.3767, 8.4149, 6.9196], [10.0114, 8.7449, 7.8914], [8.7258, 9.9960, 6.2501], [9.7839, 9.0378, 5.2977], [9.0528, 8.0332, 2.4430], [10.0007, 8.9360, 1.6501], [9.4407, 10.2121, 1.7976], [8.2970, 10.1672, 2.5586], [7.5787, 11.1131, 2.8741], [8.1651, 8.9811, 3.0284], [9.6129, 7.4611, 3.1827], [8.4712, 7.3800, 1.7925], [10.0004, 8.6686, 0.5934], [10.9878, 8.9621, 2.1118], [14.0244, 9.7311, 5.2881], [14.4529, 11.1751, 5.1508], [15.5543, 11.0445, 4.1891], [16.0604, 9.8511, 4.3212], [17.0576, 9.4245, 3.7467], [15.1932, 9.0170, 4.9702], [13.2136, 9.4980, 4.5980], [13.6219, 9.4945, 6.2731], [14.7861, 11.7354, 6.0244], [13.6555, 11.7965, 4.7432], [13.0594, 13.9110, 2.1247], [12.1997, 15.1158, 2.3866], [10.8995, 14.9171, 3.4269], [10.4570, 13.5876, 3.7460], [9.8953, 15.9720, 3.6531], [11.4067, 15.6706, 0.9219], [11.3234, 14.7920, -0.2416], [11.1287, 17.0460, 0.6524], [12.9909, 16.5070, 3.0670], [14.1882, 16.9531, 2.3047], [13.1646, 16.5985, 4.5308], [10.2334, 13.1036, 2.7953], [9.6211, 13.5823, 4.4456], [11.2713, 13.0812, 4.2642], [9.3716, 15.7292, 4.5777], [9.1310, 16.0574, 2.8807], [10.4463, 16.9077, 3.7480], [11.3957, 13.7389, 0.0297], [10.3202, 14.8411, -0.6652], [11.9735, 15.0472, -1.0785], [10.3586, 17.1799, -0.1073], [10.6563, 17.5975, 1.4653], [12.0108, 17.5850, 0.3068], [14.5456, 17.8888, 2.7345], [14.9003, 16.1335, 2.4019], [13.9292, 17.0736, 1.2528], [13.8074, 15.8063, 4.9146], [12.1869, 16.7023, 5.0013], [13.6116, 17.5672, 4.7543], [4.5551, 4.9933, 9.4174], [5.9385, 4.4462, 9.4600], [6.3900, 3.9930, 11.0534], [6.1238, 4.9275, 12.1551], [7.3613, 2.9319, 11.3496], [7.1008, 5.5505, 8.9683], [8.4988, 5.2748, 8.8566], [6.8658, 6.9604, 8.8637], [6.2205, 3.0214, 8.5458], [6.5949, 3.1464, 7.1211], [5.4811, 1.7929, 8.9229], [7.0758, 5.2739, 12.5573], [5.5978, 4.4488, 12.9811], [5.4550, 5.7250, 11.8312], [6.8808, 2.1339, 11.9156], [8.1567, 3.2949, 12.0006], [7.8724, 2.6784, 10.4208], [8.7810, 4.8219, 9.8070], [8.7731, 4.5715, 8.0704], [9.1680, 6.1253, 8.7264], [5.8457, 7.0598, 8.4927], [6.9136, 7.4784, 9.8215], [7.5179, 7.4587, 8.1464], [6.8220, 4.1731, 6.8340], [7.5494, 2.6344, 6.9991], [5.8337, 2.8312, 6.4076], [6.0562, 0.8768, 8.7885], [4.6031, 1.6453, 8.2940], [5.1271, 1.9784, 9.9370], [4.5231, 15.0238, 5.5492], [4.2575, 13.7469, 6.3046], [2.7289, 13.0223, 5.8713], [1.5374, 13.7423, 6.2858], [2.5191, 12.6004, 4.4464], [4.1958, 13.7987, 8.0377], [3.8485, 12.6828, 8.9486], [4.1517, 15.0471, 8.7082], [5.5503, 12.5617, 6.0185], [6.8730, 13.0607, 5.7250], [5.4979, 11.1060, 6.3512], [1.3604, 13.7531, 7.3612], [0.6566, 13.2308, 5.8975], [1.5990, 14.7796, 5.9569], [3.4291, 12.2495, 3.9597], [1.9460, 13.2774, 3.8129], [2.1123, 11.5993, 4.5891], [4.6000, 12.5549, 9.7277], [2.8380, 12.7116, 9.3562], [3.8459, 11.7091, 8.4587], [4.3086, 15.0517, 9.7868], [4.8501, 15.6336, 8.1112], [3.1474, 15.4672, 8.6533], [7.6556, 12.4052, 6.1069], [7.0598, 12.9637, 4.6555], [6.9525, 14.0719, 6.1241], [4.4920, 10.7121, 6.4968], [6.0933, 10.8257, 7.2201], [6.0235, 10.4908, 5.6210], [11.8330, 7.1394, 4.9272], [12.2366, 5.7566, 5.1874], [13.2871, 5.6661, 6.4865], [14.6838, 6.0554, 6.3835], [12.7139, 5.6018, 7.7960], [13.0723, 4.9822, 3.9037], [13.1234, 5.6461, 2.5885], [13.6349, 3.6204, 3.9851], [10.9113, 4.6910, 5.4632], [11.0897, 3.2573, 5.7211], [9.5408, 5.0748, 5.3082], [15.0152, 6.2229, 5.3587], [15.2362, 5.1874, 6.7433], [14.9458, 6.9060, 7.0127], [13.4704, 5.5985, 8.5807], [12.0811, 4.7163, 7.8559], [12.0688, 6.4717, 7.9195], [14.1364, 5.6162, 2.1872], [12.3931, 5.2290, 1.8952], [13.0321, 6.7178, 2.7647], [13.6228, 3.2443, 5.0081], [13.1076, 2.9809, 3.2773], [14.6966, 3.6115, 3.7385], [10.2362, 3.0334, 6.3610], [11.1141, 2.7090, 4.7793], [11.9493, 3.0846, 6.3687], [8.8789, 4.2150, 5.2048], [9.4829, 5.7429, 4.4489], [9.2541, 5.7156, 6.1421], [13.2506, 6.7410, 11.9397], [12.2453, 7.6010, 12.6619], [11.5244, 6.8185, 14.0612], [10.5101, 7.4936, 14.8762], [12.3550, 5.8607, 14.8470], [10.8962, 7.9179, 11.5718], [10.9459, 9.0649, 10.6629], [10.2442, 6.6958, 11.0030], [12.9680, 9.0587, 13.2504], [12.1209, 10.1868, 13.6353], [14.3287, 8.9951, 13.8501], [9.9642, 6.7510, 15.4581], [9.8462, 8.0406, 14.2068], [10.9879, 8.1544, 15.5995], [12.9890, 6.4035, 15.5480], [12.9662, 5.1705, 14.2656], [11.7225, 5.2340, 15.4757], [11.8855, 9.1596, 10.1187], [10.1748, 8.9240, 9.9056], [10.8108, 10.0372, 11.1368], [10.8468, 6.2606, 10.2057], [10.2288, 6.0038, 11.8450], [9.1922, 6.8940, 10.7975], [11.2779, 10.2313, 12.9457], [11.7376, 10.0217, 14.6422], [12.7260, 11.0927, 13.6701], [14.6932, 9.9924, 14.0965], [14.9636, 8.3626, 13.2296], [14.2169, 8.5599, 14.8432], [13.9778, 15.1094, 10.3328], [14.7077, 13.9763, 10.9786], [16.3364, 13.9291, 10.6529], [16.8459, 13.1235, 9.5436], [17.2303, 15.1303, 10.9000], [14.1717, 12.4139, 10.5422], [14.4909, 11.0980, 11.2354], [13.3814, 12.2034, 9.3163], [14.6206, 14.0111, 12.7498], [15.6835, 13.5542, 13.6151], [13.3714, 14.3899, 13.3640], [17.9306, 13.0811, 9.4444], [16.4120, 13.5155, 8.6237], [16.4735, 12.1101, 9.6932], [16.7810, 16.0075, 10.4345], [18.1966, 14.9159, 10.4435], [17.4056, 15.3733, 11.9480], [13.5750, 10.5216, 11.3658], [15.2816, 10.6481, 10.6350], [14.9397, 11.2877, 12.2104], [12.4102, 11.8207, 9.6297], [13.4141, 12.9948, 8.5674], [13.9197, 11.4378, 8.7575], [15.4024, 13.1232, 14.5760], [16.3513, 12.8531, 13.1145], [16.2235, 14.4139, 14.0118], [13.1227, 15.4322, 13.1641], [13.5020, 14.2448, 14.4364], [12.5624, 13.7337, 13.0428]], "atomic_forces_ev_per_a": [[-0.7, -2.1, 0.6], [-2.8, -1.3, -0.4], [3.8, 1.8, -1.7], [2.6, 1.3, 3.0], [-2.5, -1.3, -0.7], [0.0, 0.8, -0.6], [0.0, 0.2, 0.7], [0.2, 0.6, 0.1], [0.5, 0.1, -0.8], [-1.0, -0.2, 0.0], [0.8, -1.7, 1.0], [-0.3, 0.1, 1.1], [-1.7, 0.7, -1.9], [4.0, -1.6, -3.6], [-2.3, 0.8, 2.1], [-0.5, 0.8, 1.2], [0.0, 0.3, 0.4], [-0.4, 0.1, -0.4], [0.2, 0.4, -0.3], [0.3, -0.2, 0.3], [-2.1, -1.9, 0.0], [0.4, -2.6, -1.4], [-0.7, 1.4, -1.8], [1.7, 2.1, 1.2], [-0.4, -1.6, 0.1], [0.5, 1.3, 0.8], [0.1, 0.3, -0.7], [0.3, 0.6, 1.0], [0.2, 0.3, 0.9], [-0.1, 0.0, -0.2], [0.3, 0.1, -0.5], [0.1, -0.4, 0.2], [-1.2, 1.6, -0.2], [0.1, 3.7, 0.3], [1.8, -2.0, -1.3], [-1.1, -2.8, 1.3], [-0.4, 0.1, 0.3], [0.0, -0.1, 0.2], [0.4, 0.1, 0.1], [0.1, -0.1, -0.4], [-0.9, 0.6, 0.5], [-0.3, 0.8, -0.8], [-0.7, 1.6, 1.0], [1.6, -2.8, -2.5], [-1.7, 1.1, 1.7], [0.7, -0.3, 0.4], [0.2, -0.1, -0.3], [0.5, -0.2, 0.2], [0.3, -0.6, 0.2], [0.2, -0.1, -0.4], [-1.3, 1.2, 0.5], [-0.5, 1.0, -0.5], [0.3, 1.0, 0.5], [0.8, -0.7, -0.2], [1.0, -0.3, -0.1], [1.1, -0.9, 0.9], [-0.7, -0.2, 0.2], [-0.4, 0.9, -0.1], [-0.8, -0.5, -1.0], [-0.9, -1.0, 0.6], [-0.4, 0.5, -0.8], [-0.5, -0.7, 0.3], [-0.1, 0.2, -0.3], [-0.1, -0.3, -0.2], [0.1, 0.2, 0.1], [0.1, -0.1, -0.4], [-0.4, 0.2, 0.0], [0.6, 0.2, 0.1], [-0.3, 0.3, 0.1], [0.5, 0.0, 0.2], [0.1, -0.5, -0.4], [0.5, -0.2, 0.5], [0.1, 0.3, 0.0], [0.1, -0.1, -0.1], [0.7, 0.4, -0.2], [0.1, 0.1, 0.0], [-0.2, -0.1, 0.3], [0.1, -0.8, 0.2], [0.4, 0.0, -0.2], [1.0, 0.0, 0.0], [0.2, -0.6, 0.7], [-0.3, -0.1, -0.8], [-0.2, -0.6, -0.4], [-0.1, 1.0, 0.0], [0.0, 0.2, -1.3], [0.9, -1.8, 1.0], [-2.0, 0.6, -0.4], [-0.1, 0.9, 0.0], [0.5, 0.4, 0.8], [-0.1, 1.1, -0.3], [0.0, 0.5, 0.0], [0.0, -0.3, 0.1], [0.3, 0.1, -0.1], [0.1, -0.5, -0.4], [0.1, 0.4, 0.2], [-0.3, -0.7, 0.2], [0.7, -0.3, 0.0], [-0.2, -0.2, -0.2], [-0.7, 0.3, -0.1], [0.0, 0.5, 0.1], [0.2, 0.1, 0.2], [0.1, -0.2, 0.1], [-0.1, 0.2, 0.4], [-0.2, -0.5, -0.5], [-0.1, -0.5, 0.2], [0.4, 0.2, 0.4], [-0.2, 0.3, -0.1], [0.1, -0.6, 0.1], [-0.1, -1.4, 1.8], [0.9, -1.7, -0.4], [1.6, 0.1, -0.5], [0.0, 0.3, 0.7], [1.2, -1.6, 1.2], [-0.5, -1.8, -0.2], [0.2, -0.8, -1.5], [-0.5, 1.4, -0.9], [-2.9, -0.3, 0.5], [0.0, -0.1, -0.6], [0.3, 0.5, -0.1], [0.5, -0.1, 0.2], [0.1, 0.2, -0.3], [-0.4, 0.2, -0.2], [0.5, 1.0, 0.0], [0.0, 0.0, 0.2], [-1.2, 0.2, -0.5], [0.0, 0.5, 0.2], [-0.1, 0.7, 0.3], [0.2, 0.1, -0.5], [0.9, -0.5, -0.1], [-0.1, 1.0, 0.8], [-0.3, 0.5, -0.2], [-0.1, 0.0, 0.8], [0.0, 0.7, -0.3], [0.5, 0.0, -0.4], [-0.1, 0.3, -0.2], [-0.1, 0.5, 0.7], [-0.4, 0.3, -0.8], [-0.9, 0.7, -0.9], [0.8, -2.8, -0.5], [-0.5, -0.7, -1.4], [0.3, -0.9, 0.0], [-0.6, 0.2, 0.2], [0.1, 1.0, 0.6], [0.6, 0.2, 1.2], [0.0, 1.0, 0.1], [2.1, 0.2, 0.6], [-0.2, 1.3, 0.7], [0.2, 1.8, -0.2], [-0.3, 0.2, 0.1], [0.5, 0.1, 0.1], [-0.2, 0.2, -0.1], [0.0, -0.1, -0.1], [0.0, -0.1, 0.4], [-0.1, 0.2, 0.6], [0.1, -0.6, -0.2], [0.0, 0.2, -0.2], [-0.7, 0.0, -0.2], [-0.4, 0.0, -0.2], [0.0, -0.3, 0.2], [0.1, 0.2, -0.4], [-0.1, -0.8, -0.3], [0.0, -0.4, 0.3], [0.3, -0.2, -0.4], [0.1, 0.1, -0.1], [-0.5, -0.2, -0.3], [-0.6, -0.2, 0.2], [-0.9, 0.8, 1.6], [0.1, -0.8, -0.5], [0.7, -0.6, -1.4], [0.8, -0.2, -0.5], [-0.3, 0.6, -0.1], [0.7, 0.3, 1.7], [0.4, -0.2, -0.4], [1.0, 0.8, 2.0], [-0.6, -0.5, -1.5], [0.3, -1.0, 0.5], [-1.6, -0.6, 0.4], [-0.2, -0.1, -0.2], [-0.1, 0.1, 0.2], [-0.1, 0.3, 0.1], [0.3, 0.1, 0.1], [-0.1, 0.5, -0.4], [-0.4, 0.0, -0.1], [0.3, -0.3, -0.1], [-0.1, 0.2, 0.3], [-0.4, -0.2, 0.1], [-0.3, 0.1, -0.3], [0.0, -0.4, -0.1], [0.3, 0.3, -0.5], [0.1, 0.4, 0.2], [-0.2, 0.3, 0.2], [-0.2, 0.2, -0.4], [0.1, 0.1, -0.8], [0.2, 0.4, 0.1], [0.3, -0.5, 0.2], [0.4, -1.3, 0.8], [-0.6, -0.8, 1.5], [2.2, 0.8, 1.0], [-1.3, -0.4, -0.1], [-1.1, -0.5, -0.3], [0.0, 0.8, 0.6], [0.3, 2.6, -0.6], [1.3, -0.6, 0.3], [0.4, -0.4, -2.4], [0.5, 0.6, 0.2], [0.2, -0.1, 0.1], [-0.1, 0.3, 0.4], [0.3, -0.2, -0.5], [0.2, -0.1, -0.3], [0.1, 0.1, -0.1], [-0.1, 0.1, 0.0], [-0.3, -0.4, 0.1], [0.3, -0.2, -0.3], [-0.3, -0.8, -0.1], [-0.2, 0.1, 0.0], [-0.2, 0.3, -0.7], [-0.6, 0.6, 0.8], [-0.2, -0.7, -0.1], [-0.9, -0.6, -0.2], [0.1, 0.3, 0.0], [0.7, 0.2, -0.4], [-0.2, 0.0, 0.0], [-0.2, 0.2, 0.1], [-0.3, 0.1, -0.1]], "lowdin_charge": [-0.12, -0.18, 0.08, -0.52, 0.12, 0.07, 0.11, 0.14, 0.14, 0.15, -0.07, -0.11, 0.07, -0.59, 0.10, 0.07, 0.13, 0.14, 0.14, 0.13, -0.15, -0.10, 0.09, -0.57, 0.13, 0.06, 0.10, 0.10, 0.12, 0.12, -0.09, -0.12, 0.05, -0.56, 0.12, 0.06, 0.10, 0.13, 0.13, 0.13, -0.14, -0.06, 0.10, -0.57, 0.11, 0.04, 0.12, 0.12, 0.13, 0.12, -0.31, 0.63, -0.32, -0.10, -0.10, -0.29, -0.12, -0.16, -0.31, -0.10, -0.11, 0.08, 0.08, 0.06, 0.08, 0.08, 0.06, 0.07, 0.07, 0.08, 0.08, 0.07, 0.07, 0.08, 0.08, 0.06, 0.08, 0.06, 0.08, -0.30, 0.58, -0.31, -0.11, -0.13, -0.28, -0.13, -0.10, -0.29, -0.12, -0.10, 0.07, 0.08, 0.07, 0.08, 0.07, 0.07, 0.07, 0.06, 0.07, 0.08, 0.07, 0.08, 0.05, 0.07, 0.08, 0.08, 0.08, 0.07, -0.31, 0.68, -0.31, -0.15, -0.11, -0.31, -0.11, -0.15, -0.28, -0.13, -0.11, 0.07, 0.08, 0.08, 0.07, 0.08, 0.07, 0.07, 0.08, 0.06, 0.08, 0.08, 0.07, 0.07, 0.07, 0.08, 0.07, 0.06, 0.06, -0.27, 0.58, -0.31, -0.09, -0.11, -0.30, -0.10, -0.11, -0.30, -0.11, -0.11, 0.08, 0.08, 0.09, 0.10, 0.06, 0.06, 0.08, 0.08, 0.06, 0.06, 0.08, 0.08, 0.07, 0.08, 0.07, 0.08, 0.06, 0.07, -0.33, 0.66, -0.31, -0.13, -0.11, -0.27, -0.12, -0.10, -0.31, -0.11, -0.09, 0.08, 0.07, 0.07, 0.07, 0.08, 0.07, 0.08, 0.05, 0.06, 0.07, 0.07, 0.07, 0.06, 0.06, 0.07, 0.07, 0.08, 0.07, -0.30, 0.58, -0.30, -0.11, -0.07, -0.30, -0.06, -0.11, -0.30, -0.16, -0.13, 0.08, 0.08, 0.05, 0.08, 0.07, 0.06, 0.05, 0.07, 0.05, 0.08, 0.08, 0.07, 0.07, 0.07, 0.07, 0.08, 0.07, 0.07]}